C9H23CoN5O6 | ωB97M-V/def2-TZVPD

Each line ends with the Mulliken charge.
Positions of all 44 atoms, in Å:
O -0.041 -1.146 -3.077  -0.67
H -0.653 -1.450 -3.765  0.20
Co -0.080 -0.010 0.355  -1.25
N 1.304 -0.931 -0.431  1.30
N -0.778 -1.690 0.765  0.97
N 0.617 1.707 0.166  0.90
N -1.349 0.919 1.414  0.88
O 2.417 -0.485 -0.808  -0.71
O 1.681 2.080 -0.548  -0.57
O -2.382 0.404 2.086  -0.55
O -1.829 -1.983 1.446  -0.76
C -0.139 -2.694 0.079  0.45
C 1.042 -2.277 -0.561  0.28
C -0.034 2.707 0.808  0.33
C -1.159 2.251 1.550  0.37
C 1.937 -3.050 -1.431  -1.52
H 1.876 -2.628 -2.440  0.29
H 1.647 -4.103 -1.466  0.42
H 2.969 -2.976 -1.070  0.31
C -0.787 -4.022 0.010  -1.49
H -1.760 -3.982 -0.508  0.33
H -0.962 -4.429 1.015  0.35
H -0.159 -4.734 -0.538  0.39
C 0.453 4.104 0.780  -1.57
C -2.005 3.100 2.424  -1.50
H 1.121 4.257 -0.074  0.45
H 1.007 4.350 1.699  0.30
H -0.399 4.791 0.710  0.40
H -2.628 2.500 3.092  0.42
H -2.668 3.747 1.837  0.33
H -1.394 3.771 3.040  0.37
H 2.043 1.217 -0.933  0.51
H -2.286 -0.619 1.886  0.50
C -1.195 0.003 -1.261  -0.76
H -0.683 -0.672 -2.272  0.03
H -1.265 1.035 -1.627  0.37
H -2.186 -0.435 -1.080  0.40
O 1.700 0.771 -3.144  -0.64
H 1.003 0.067 -3.370  0.36
H 1.340 1.594 -3.561  0.31
N 1.014 -0.229 1.971  -0.44
H 1.150 -1.222 2.185  0.33
H 0.561 0.197 2.781  0.27
H 1.939 0.195 1.869  0.30

2S+1	5
LUMO (spin up / spin down)	-0.1556 / -0.2165	hartree
net charge	+1
F_max	3.85	eV Å⁻¹
relative energy (zero: lowest compared OMol25 entry of this formula, charge and spin)	0.000	eV
⟨S²⟩	6.103